ORCA calculation (ωB97M-V/def2-TZVPD) on a molecular structure, C18H18ClFeO7.

Cartesian coordinates (Å):
Fe -0.101 -0.319 0.152
O -2.602 -4.300 4.236
C -2.117 -3.568 3.398
C -2.127 -3.739 1.919
O -2.613 -4.705 1.259
C -1.465 -2.561 1.403
C -1.010 -1.639 2.522
O -0.452 -0.532 2.222
C -1.370 -2.223 3.770
O -1.158 -1.847 4.932
O -1.238 -2.215 0.228
C -1.664 2.679 1.444
C -2.063 2.059 0.100
C -2.248 3.168 -0.940
C -3.379 1.292 0.271
O -1.071 1.198 -0.336
H -2.439 3.351 1.830
H -0.733 3.239 1.324
H -1.484 1.881 2.168
H -3.014 3.888 -0.632
H -2.541 2.727 -1.897
H -1.301 3.694 -1.082
H -4.172 1.924 0.687
H -3.212 0.444 0.939
H -3.706 0.900 -0.696
C 2.313 -2.347 0.634
C 1.637 -1.017 0.546
O 2.147 0.051 0.797
H 3.395 -2.216 0.677
H 2.026 -2.964 -0.213
H 1.955 -2.834 1.546
Cl 3.177 -2.309 -2.801
C 3.035 -0.567 -2.560
C 4.187 0.184 -2.749
C 4.151 1.561 -2.615
C 2.931 2.161 -2.304
C 1.796 1.401 -2.119
C 1.797 -0.009 -2.209
C 0.596 -0.755 -1.894
H 5.107 -0.325 -3.010
H 5.053 2.148 -2.737
H 2.873 3.238 -2.186
H 0.859 1.870 -1.840
H 0.584 -1.821 -2.082
H -0.341 -0.244 -2.104

Properties
Frontier orbital gap (spin up / spin down), eV: 4.4 / 6.7
ΔE to the lowest compared entry with this formula, charge and spin, kcal per mole: 39.6
HOMO level (spin up / spin down), eV: 0.184 / -2.045
2S+1: 6
⟨S²⟩: 9.02
Net charge: -2
E_LUMO (spin up / spin down), Ha: 0.1696 / 0.1700

These are the Mulliken partial charges, in e, on atoms 1 to 6: 0.8515, -0.6833, 0.6875, -0.5055, -0.7695, 1.2886

ORCA calculation (ωB97M-V/def2-TZVPD) on C18H18ClN3O3S in the gas phase at a distorted geometry.

Cartesian coordinates (Å):
C 6.306 1.459 1.434
C 6.085 1.603 2.727
C 4.899 1.070 3.474
N 3.911 0.459 2.621
C 3.574 -0.832 2.748
O 4.014 -1.592 3.586
C 2.572 -1.302 1.733
O 2.524 -2.617 1.514
N 1.583 -2.900 0.606
C 1.009 -1.777 0.259
C -0.061 -1.759 -0.766
S -1.705 -1.656 0.068
C -2.720 -0.877 -1.160
C -2.451 -0.933 -2.520
C -3.295 -0.299 -3.415
C -4.415 0.371 -2.951
Cl -5.460 1.167 -4.071
C -4.704 0.408 -1.594
C -3.853 -0.212 -0.702
C 1.602 -0.685 0.964
C 1.289 0.755 0.820
O 2.158 1.619 0.840
N -0.012 1.026 0.642
C -0.511 2.359 0.375
C -1.141 2.423 -0.984
C -2.376 2.825 -1.211
H 7.183 1.867 0.963
H 5.625 0.927 0.793
H 6.788 2.139 3.351
H 5.228 0.306 4.188
H 4.436 1.888 4.041
H 3.479 1.040 1.903
H 0.031 -0.885 -1.409
H -0.026 -2.684 -1.339
H -1.598 -1.473 -2.897
H -3.085 -0.335 -4.472
H -5.583 0.924 -1.242
H -4.062 -0.189 0.356
H -0.696 0.278 0.688
H 0.353 3.030 0.424
H -1.233 2.643 1.146
H -0.503 2.107 -1.798
H -2.789 2.866 -2.203
H -3.023 3.145 -0.411

Properties
Frontier orbital gap, eV: 9.2
SMILES string: C=CCNC(=O)c1onc(CSc2ccc(Cl)cc2)c1C(=O)NCC=C
ΔE to the lowest compared entry with this formula, charge and spin, kcal per mole: 1.9
HOMO level, eV: -8.916
E_LUMO, Ha: 0.0105

These are the Mulliken partial charges, in e, on atoms 1 to 6: -0.7682, -0.0914, -0.7501, -0.0346, 0.4480, -0.6574

ORCA calculation (ωB97M-V/def2-TZVPD) on C18H18ClNO3 in the gas phase.

Cartesian coordinates (Å):
O 2.592 1.704 2.462
C 2.123 1.067 1.542
N 2.852 0.602 0.478
C 4.222 0.708 0.242
C 4.717 0.198 -0.959
C 6.064 0.263 -1.252
C 6.931 0.843 -0.339
Cl 8.621 0.927 -0.701
C 6.455 1.354 0.857
C 5.106 1.287 1.149
C 0.673 0.741 1.464
C 0.169 -0.400 0.852
C -1.190 -0.659 0.833
C -2.084 0.229 1.427
O -3.431 0.094 1.494
C -4.121 -0.920 0.798
C -4.676 -0.417 -0.553
C -3.603 -0.229 -1.631
C -3.581 -1.599 -2.305
C -5.054 -2.000 -2.222
O -5.584 -1.383 -1.057
C -1.575 1.367 2.063
C -0.223 1.611 2.088
H 2.333 0.154 -0.264
H 4.040 -0.254 -1.670
H 6.441 -0.133 -2.182
H 7.137 1.803 1.561
H 4.730 1.685 2.076
H 0.832 -1.132 0.410
H -1.531 -1.567 0.359
H -4.977 -1.184 1.426
H -3.516 -1.819 0.655
H -5.227 0.511 -0.358
H -3.929 0.531 -2.343
H -2.643 0.071 -1.217
H -2.963 -2.299 -1.741
H -3.222 -1.564 -3.330
H -5.606 -1.634 -3.097
H -5.204 -3.079 -2.139
H -2.273 2.038 2.536
H 0.172 2.482 2.588

Properties
Frontier orbital gap, eV: 8.8
SMILES string: O=C(Nc1ccc(Cl)cc1)c1ccc(OC[C@H]2CCCO2)cc1
ΔE to the lowest compared entry with this formula, charge and spin, kcal per mole: 34.3
HOMO level, eV: -8.385
E_LUMO, Ha: 0.0164

These are the Mulliken partial charges, in e, on atoms 1 to 6: -0.6538, 0.5793, -0.0974, 0.4654, -0.4976, -0.6994